(1)
Here is 2 unconnected molecules or ions with the total composition C24H27N3O2 at a distorted geometry from the Open Molecules 2025 dataset. Energies are from ωB97M-V/def2-TZVPD.

Element x y z (Å)
C1 -2.55987 3.91941 -0.59257
C2 -3.03908 2.78997 0.19800
C3 -3.93811 1.75659 -0.30366
N1 -3.25834 3.10896 1.51778
O1 -3.88750 2.29409 2.23542
O2 -2.75319 4.16640 1.96150
H1 -2.64701 3.68852 -1.65990
H2 -3.17173 4.81586 -0.39352
H3 -1.51958 4.18188 -0.36347
H4 -3.91671 1.74281 -1.39871
H5 -3.69240 0.75625 0.07128
H6 -4.97711 1.97202 -0.00143
C4 2.80440 2.33286 -1.84170
C5 1.91868 1.15981 -1.95725
N2 1.49766 0.71238 -3.16760
C6 1.80471 1.35490 -4.44461
C7 0.75923 -0.47253 -3.02454
C8 0.75997 -0.80345 -1.64349
C9 0.26759 -2.04943 -1.26995
C10 -0.37013 -2.85095 -2.21864
C11 -0.46112 -2.44968 -3.56127
C12 0.14367 -1.26001 -3.99469
C13 1.44815 0.28000 -0.94005
C14 1.67412 0.46459 0.43303
C15 1.28538 -0.42952 1.47356
C16 2.08631 -1.03385 2.48347
C17 3.55126 -1.01277 2.65328
N3 1.30724 -1.88462 3.21538
C18 1.80818 -2.76272 4.26647
C19 -0.01609 -1.84456 2.76098
C20 -0.05945 -0.89991 1.70323
C21 -1.26928 -0.58969 1.09082
C22 -2.42368 -1.24667 1.51536
C23 -2.36292 -2.20972 2.54293
C24 -1.15866 -2.51489 3.20472
H7 3.07002 2.49402 -0.79568
H8 3.73634 2.20122 -2.41113
H9 2.31812 3.24665 -2.20746
H10 1.31247 0.78553 -5.23369
H11 1.44608 2.39700 -4.47681
H12 2.89020 1.36384 -4.63813
H13 0.36371 -2.37241 -0.23960
H14 -0.80401 -3.80369 -1.90448
H15 -0.98267 -3.08663 -4.27566
H16 0.14553 -0.94543 -5.03697
H17 2.29946 1.31909 0.71255
H18 3.99478 -0.33215 1.92022
H19 3.86197 -0.68635 3.65579
H20 3.97367 -2.01663 2.49530
H21 0.95550 -3.31024 4.67003
H22 2.53907 -3.48659 3.86799
H23 2.28914 -2.20017 5.08378
H24 -1.28352 0.19329 0.33631
H25 -3.38327 -1.00421 1.05556
H26 -3.28154 -2.72187 2.83767
H27 -1.09567 -3.21658 4.03425

Force components x, y, z for each atom (eV/Å):
0.2127 0.6622 -0.8720
-0.1998 0.3871 1.9234
-0.6716 -0.6091 -0.7332
1.1461 -0.8949 -1.4062
-0.3703 0.0190 0.5772
-0.1071 0.4237 0.6301
0.1394 0.0198 -0.0064
0.2390 0.0328 -0.0730
-0.1020 0.1304 -0.0842
0.0703 -0.1502 0.0236
-0.1871 0.0881 -0.1274
0.0601 -0.2491 -0.0027
0.1493 0.4842 0.1882
-0.4696 -0.5502 -0.9164
0.4103 0.7634 0.5896
0.1318 0.1552 -0.0447
-0.1826 -0.4270 0.7545
0.0983 -0.1397 -0.8568
-0.3136 -0.0112 0.1117
0.1227 0.1350 -0.1378
0.2414 0.2474 0.1024
0.0449 -0.0315 0.3444
-0.2155 0.0588 0.8206
0.8397 -0.3336 -0.8284
-0.0038 -0.1877 0.9146
-1.2222 0.1585 -0.6065
0.5638 0.1407 0.0489
0.3464 0.1780 -0.0858
0.1079 -0.0508 -0.0382
-0.1135 0.6453 -0.3335
-0.1521 -0.9769 0.1770
-0.3457 0.0196 0.1856
0.3334 -0.0597 0.0651
0.4336 -0.1242 0.1936
-0.1838 0.3884 -0.4500
-0.0119 0.0618 -0.1898
-0.2759 -0.0646 0.0758
0.0565 -0.1798 0.0534
0.1227 0.1822 0.1027
0.0208 -0.4584 0.1380
-0.3928 -0.1119 0.1458
-0.1797 -0.0401 -0.1853
0.1730 0.3408 -0.1551
0.1706 0.2115 0.1575
-0.1294 -0.2641 0.2085
0.0471 -0.3373 -0.1277
-0.0076 -0.1570 0.1601
-0.1645 -0.0581 -0.1912
-0.0519 0.2627 -0.0160
0.2262 0.0504 0.0102
-0.3010 0.2470 0.0909
-0.2639 -0.1044 -0.3667
-0.2980 -0.1222 0.0337
0.3455 -0.1035 0.2401
0.3252 0.1995 -0.0147
-0.2618 0.1033 -0.2172

HOMO energy (eV): -4.732
Net charge: 0
Relative energy (zero: lowest compared OMol25 entry of this formula, charge and spin) (kJ/mol): 705.3
Maximum force (eV/Å): 2.02
E (eV): -33885.8916

Mulliken population analysis, charges in e, atoms 1 to 5: -1.352 0.510 -0.529 0.945 -0.757

(2)
Here is a single C24H27N3O7 molecule at a distorted geometry from the Open Molecules 2025 dataset. Energies are from ωB97M-V/def2-TZVPD.

Element x y z (Å)
C1 -0.55620 -0.87360 -3.58588
C2 0.94043 -1.10473 -3.73803
O1 1.57549 -1.25298 -2.47015
C3 1.98175 -0.12785 -1.85395
O2 1.83971 0.97171 -2.34809
C4 2.58904 -0.41858 -0.55654
C5 3.19622 0.50789 0.22187
C6 3.39602 1.96426 -0.10254
N1 3.01492 2.75519 1.06547
C7 1.59077 2.75336 1.34469
C8 0.72556 3.51820 0.32463
O3 -0.61369 3.61680 0.75226
C9 -1.48993 2.59885 0.50361
C10 -2.79477 2.82114 0.95286
C11 -3.78835 1.90406 0.71021
C12 -3.51330 0.72959 0.00533
O4 -4.58084 -0.09573 -0.21407
C13 -4.39748 -1.22857 -1.02750
C14 -2.21277 0.49010 -0.41031
C15 -1.20662 1.41452 -0.15960
N2 3.71626 0.15790 1.43558
C16 3.86668 -1.14550 1.88671
O5 4.44524 -1.39602 2.91844
N3 3.37676 -2.08219 1.04219
C17 2.43160 -1.83342 -0.03106
C18 0.99775 -2.03009 0.43372
C19 0.17004 -2.94428 -0.19448
C20 -1.15463 -3.12820 0.19947
C21 -1.61038 -2.35646 1.23954
C22 -0.78182 -1.43008 1.87765
C23 0.52397 -1.25599 1.49923
O6 -1.48195 -0.79894 2.86446
C24 -2.79005 -1.32811 2.81332
O7 -2.85039 -2.32482 1.81391
H1 -0.73617 0.07308 -3.08247
H2 -1.02210 -0.84444 -4.56683
H3 -0.99977 -1.67796 -3.00290
H4 1.40041 -0.26696 -4.27214
H5 1.14117 -2.03903 -4.26725
H6 2.85610 2.22120 -1.01752
H7 4.46518 2.12730 -0.27572
H8 3.33527 3.71138 0.94939
H9 1.44369 3.21194 2.32678
H10 1.25009 1.71710 1.40069
H11 0.79066 3.06406 -0.67017
H12 1.07635 4.55461 0.25801
H13 -3.00396 3.73689 1.48221
H14 -4.79866 2.07822 1.04532
H15 -5.38913 -1.66040 -1.15487
H16 -3.74491 -1.96488 -0.55047
H17 -3.99090 -0.95692 -2.00746
H18 -1.95400 -0.41859 -0.93021
H19 -0.21062 1.18516 -0.50494
H20 4.09517 0.90068 2.00846
H21 3.42720 -3.03082 1.38225
H22 2.64417 -2.54700 -0.83540
H23 0.55599 -3.52672 -1.01657
H24 -1.79324 -3.84698 -0.28728
H25 1.15719 -0.55313 2.01368
H26 -3.04655 -1.77139 3.78775
H27 -3.50366 -0.52382 2.57478

Force components x, y, z for each atom (eV/Å):
0.4190 -0.0378 0.1301
-0.2833 0.2204 -0.4938
0.1694 -0.0980 0.2677
0.0572 0.4169 -0.1262
-0.1640 -0.0844 -0.1621
0.3259 -0.2252 0.3461
-0.1942 -0.1623 -0.5584
-0.1181 0.2420 -0.2135
0.2194 0.2772 -0.0417
-0.3507 0.2355 -0.0085
0.3858 -0.1634 0.0242
-0.1422 0.0379 0.1609
-0.1910 -0.1628 -0.0698
0.1891 -0.0220 -0.0340
0.0067 -0.1817 -0.0873
0.1118 0.0615 -0.0151
-0.0193 0.2511 0.2242
0.0361 -0.1699 -0.1086
-0.4277 -0.2237 -0.0429
0.2451 0.4196 0.1114
0.0304 0.1697 0.1200
0.1991 0.0247 -0.0960
0.1227 -0.0323 0.3907
0.0345 -0.2764 -0.2255
-0.2661 0.0828 -0.1356
-0.0367 -0.3146 -0.1983
0.2391 0.1294 0.0429
-0.4036 0.0886 0.3016
0.4439 0.2208 0.1068
-0.1060 -0.3998 -0.2849
-0.3705 -0.0038 0.2063
0.4961 0.0440 -0.1485
-1.0242 0.4528 0.7660
0.1653 -0.3299 -0.4135
-0.0661 0.0825 0.0273
-0.0839 0.0049 -0.1049
-0.0967 -0.0723 0.0386
-0.0337 -0.2151 0.0453
0.0211 0.1211 0.0635
0.1636 -0.1237 0.2005
-0.0450 -0.0659 -0.0233
0.0709 -0.1362 0.0457
-0.1140 -0.1048 -0.0595
-0.0525 -0.0027 0.0921
-0.0132 0.0634 0.0165
0.0131 -0.1518 -0.0388
-0.0400 0.1206 0.0644
-0.1298 0.0451 0.0340
0.0859 -0.0230 -0.0326
0.0046 0.0408 -0.0335
-0.0023 0.0042 0.0203
0.0028 -0.1163 -0.0571
0.1555 0.0238 -0.0398
-0.0704 -0.1299 0.0427
0.0559 0.1411 0.1145
-0.0683 0.1370 0.1793
0.0808 -0.0600 -0.1122
-0.0951 -0.0995 -0.0579
0.1083 0.1637 0.0922
0.1355 0.0422 -0.2280
0.2136 -0.1765 -0.0240

HOMO energy (eV): -7.854
Net charge: 0
Relative energy (zero: lowest compared OMol25 entry of this formula, charge and spin) (kJ/mol): 175.9
Maximum force (eV/Å): 1.36
E (eV): -44129.2215

Mulliken population analysis, charges in e, atoms 1 to 5: -0.815 -0.486 -0.299 0.586 -0.702

(3)
Here is 4 unconnected molecules or ions with the total composition C24H27N4O3 at a distorted geometry from the Open Molecules 2025 dataset. Energies are from ωB97M-V/def2-TZVPD.

Element x y z (Å)
O1 1.68352 0.18035 2.11716
C1 2.12465 0.53727 1.07221
O2 2.15419 -0.33987 -0.01058
C2 2.65252 1.98249 0.78053
C3 3.93252 2.43264 1.33289
C4 4.36889 3.77716 0.97949
N1 3.59588 4.56792 0.16170
C5 2.37955 4.18258 -0.35806
C6 1.81515 2.85943 -0.08570
C7 0.45248 2.44174 -0.70789
C8 -0.58466 2.04157 0.45221
C9 -2.04202 2.49561 0.08897
O3 -2.98123 1.39053 0.12497
H1 2.38547 0.20494 -0.78788
H2 4.51890 1.73341 1.96697
H3 5.34656 4.11796 1.39751
H4 3.97657 5.48860 -0.07006
H5 1.85912 4.91097 -1.01789
H6 0.01334 3.35502 -1.20328
H7 0.54075 1.59586 -1.44655
H8 -0.25952 2.59505 1.37194
H9 -0.53378 0.93277 0.64179
H10 -2.44542 3.31218 0.74518
H11 -2.06801 2.88397 -0.96818
H12 -3.62818 1.50012 -0.59331
N2 -2.33634 1.00230 -2.71534
C10 -2.15588 1.58850 -3.90844
C11 -2.41774 0.97175 -5.11888
C12 -2.89114 -0.33171 -5.10131
C13 -3.08417 -0.96099 -3.88354
C14 -2.79558 -0.25486 -2.72659
H13 -1.78084 2.60700 -3.87201
H14 -2.25551 1.49606 -6.05157
H15 -3.10697 -0.85025 -6.02798
H16 -3.45092 -1.97685 -3.83073
H17 -2.93442 -0.70498 -1.74992
N3 -1.13989 -2.87540 -1.95621
C15 -1.19686 -4.20056 -2.12806
C16 -0.17982 -5.06990 -1.76685
C17 0.96536 -4.53764 -1.19787
C18 1.04972 -3.16640 -1.01087
C19 -0.02556 -2.38467 -1.40370
H18 -2.11152 -4.56978 -2.57986
H19 -0.28209 -6.13505 -1.92730
H20 1.78366 -5.18378 -0.90274
H21 1.92789 -2.71544 -0.57021
H22 -0.00943 -1.30643 -1.27462
N4 0.91065 -0.90520 5.75690
C20 0.91637 -1.10800 4.43304
C21 0.08438 -2.00975 3.78800
C22 -0.80287 -2.74803 4.55540
C23 -0.82620 -2.55724 5.92790
C24 0.04466 -1.62813 6.47544
H23 1.62673 -0.51236 3.87870
H24 0.13036 -2.13094 2.71308
H25 -1.46919 -3.46429 4.08887
H26 -1.50482 -3.11588 6.55907
H27 0.06073 -1.44138 7.54410

Force components x, y, z for each atom (eV/Å):
0.5994 0.8368 -0.9678
-0.1106 -0.5315 -0.8768
0.2707 2.1592 0.7925
0.1827 1.3706 -0.6877
-1.9255 1.3867 -1.7842
-0.7348 -2.3591 0.6569
-0.0096 -1.3482 0.6727
-0.3374 -1.8954 0.5638
2.2838 0.7024 0.4023
-0.3493 0.3970 0.9002
0.1854 0.2761 -0.0878
-0.9787 -0.2066 -1.0400
0.5991 0.5564 0.2621
0.0328 -0.6215 0.0539
-0.3624 0.9055 -0.5233
-1.1153 0.1740 -0.7583
-0.3350 -0.3127 0.0279
0.5390 -0.6269 0.6651
0.6676 -1.0315 0.1943
0.0071 0.9849 0.6132
-0.3029 -0.6861 -0.6085
-0.2793 1.1771 -0.1156
0.7049 -0.6950 -0.2803
0.2738 -0.2515 0.9757
0.5880 0.0365 0.2875
-0.0283 -0.1206 -0.5897
0.0194 -0.0697 0.2726
0.0515 0.0520 0.0213
-0.0646 -0.1333 -0.0429
-0.0095 0.1053 -0.1630
0.0574 0.2639 0.3396
-0.0260 0.0143 -0.0962
-0.0019 0.0068 0.0416
0.0047 0.0292 0.0331
0.0518 0.0352 0.0641
0.0296 -0.0645 -0.0685
0.3356 -0.2917 0.1414
-0.1348 0.3437 -0.0186
0.0583 0.0223 0.0237
0.0747 -0.0785 0.0221
-0.0267 -0.0529 -0.0377
-0.3063 -0.0658 -0.1535
0.0380 -0.0720 0.0201
-0.0229 0.0392 -0.0071
-0.0343 0.0241 -0.0103
-0.0576 -0.0235 0.0086
0.0203 0.0004 0.0371
-0.2973 -0.3404 -0.1379
0.2089 0.0925 0.5910
-0.0310 -0.0108 0.0569
-0.0886 -0.0809 -0.0493
0.0111 0.0008 -0.0839
0.2436 0.2673 -0.0200
-0.1896 -0.3075 0.4321
0.0192 0.0209 0.0214
0.0234 0.0253 0.0209
0.0319 0.0304 0.0032
-0.0534 -0.0588 -0.0099

HOMO energy (eV): -11.012
Net charge: +1
Relative energy (zero: lowest compared OMol25 entry of this formula, charge and spin) (kJ/mol): 139.3
Maximum force (eV/Å): 2.97
E (eV): -37420.3364

Mulliken population analysis, charges in e, atoms 1 to 5: -0.417 0.059 -0.308 0.584 -0.612

(4)
Here is a single C24H27N5O3S molecule at a distorted geometry from the Open Molecules 2025 dataset. Energies are from ωB97M-V/def2-TZVPD.

Element x y z (Å)
C1 -3.32757 -4.14326 -0.03864
N1 -2.24412 -3.17423 -0.08054
C2 -2.46378 -1.99837 -0.81292
O1 -3.49501 -1.82174 -1.43084
C3 -1.33224 -1.12666 -0.73245
C4 -0.15832 -1.50482 -0.09820
N2 0.79395 -0.55761 -0.23246
C5 0.20907 0.39987 -0.93639
S1 1.00459 1.87039 -1.40604
C6 2.64773 1.53712 -0.70201
C7 3.43453 0.56142 -1.58989
N3 4.68238 0.07487 -1.07619
C8 4.64329 -0.88726 0.00747
C9 4.79999 -0.25519 1.39831
O2 5.93891 0.57541 1.46263
C10 5.87606 1.59833 0.49309
C11 5.77793 1.00989 -0.92169
N4 -1.07032 0.12369 -1.26616
C12 -1.99546 0.98054 -1.97277
C13 -3.26261 1.22277 -1.18714
C14 -4.45832 0.80793 -1.71506
C15 -5.65702 0.95052 -1.00463
C16 -5.65101 1.49651 0.24619
C17 -4.44893 1.95900 0.81964
C18 -4.43190 2.54199 2.10411
C19 -3.27093 3.01138 2.64905
C20 -2.07757 2.93384 1.91760
C21 -2.05914 2.36828 0.67295
C22 -3.23334 1.84387 0.09009
N5 -0.02899 -2.68738 0.55614
C23 1.21509 -3.04140 1.20201
C24 -1.09884 -3.55920 0.59480
O3 -1.03733 -4.61538 1.18532
H1 -4.15842 -3.73060 -0.60573
H2 -2.99902 -5.08605 -0.47519
H3 -3.62066 -4.32161 0.99538
H4 3.13247 2.51053 -0.63556
H5 2.47202 1.12446 0.28886
H6 2.80139 -0.31117 -1.77324
H7 3.63420 1.04734 -2.55092
H8 3.70694 -1.44260 -0.04131
H9 5.47998 -1.57992 -0.14580
H10 4.95025 -1.03054 2.15192
H11 3.90375 0.32754 1.66257
H12 6.79565 2.17572 0.60401
H13 5.01483 2.25221 0.70164
H14 5.68085 1.80909 -1.65742
H15 6.70482 0.45859 -1.12176
H16 -1.47071 1.91834 -2.18360
H17 -2.25649 0.50002 -2.92100
H18 -4.48225 0.34023 -2.68682
H19 -6.57729 0.60438 -1.44991
H20 -6.56494 1.58721 0.81564
H21 -5.36308 2.61406 2.64802
H22 -3.26570 3.45489 3.63387
H23 -1.16748 3.33181 2.34258
H24 -1.13299 2.34873 0.12208
H25 1.02072 -3.89083 1.85392
H26 1.57725 -2.18988 1.77579
H27 1.96317 -3.31705 0.45659

Force components x, y, z for each atom (eV/Å):
-0.2486 -0.1808 -0.0003
-0.2183 -0.1477 0.0155
0.2294 0.1751 -0.0826
-0.0550 0.0151 -0.1529
0.5185 -0.4985 0.4934
-1.0041 0.6421 -0.6531
0.2005 -0.1876 0.2102
-0.0178 -0.1600 -0.0058
0.1686 0.3993 -0.1796
-0.2784 -0.1772 -0.1259
-0.0991 -0.0211 -0.0925
0.1072 0.0481 0.1173
0.1704 0.0612 0.2197
-0.2114 -0.2323 -0.1384
0.1462 -0.0558 0.0076
0.0475 0.0865 -0.3126
0.0762 -0.0258 0.2759
0.5682 -0.1246 0.1246
-0.4374 0.2189 -0.2369
-0.2220 0.0195 -0.2765
0.3796 0.2284 0.0211
-0.1996 0.1070 0.2262
-0.0987 -0.1087 -0.2067
0.2649 -0.0426 -0.1187
0.0919 0.0916 0.1539
-0.2611 -0.0123 0.0804
0.1806 -0.0458 -0.1826
0.1261 0.0738 0.1014
-0.3293 0.0125 0.1445
-0.0220 -0.0492 0.0474
0.1934 -0.1411 0.1399
0.2079 0.1197 0.0517
-0.0507 -0.3120 0.1153
0.0927 -0.0735 0.0764
-0.0434 0.0237 0.0407
0.0054 -0.0308 -0.0572
-0.0347 0.0108 0.0690
0.1285 0.1018 0.0149
0.0164 0.1428 -0.0761
-0.1085 -0.0302 0.0179
-0.0254 -0.0657 -0.0027
-0.0671 -0.0729 0.1137
-0.0886 0.0175 -0.0260
0.0629 -0.0663 0.0045
-0.0762 0.0477 -0.0372
0.0681 -0.0164 -0.0074
0.0426 0.0278 -0.0524
0.0588 0.1498 0.0040
-0.0702 -0.1309 -0.0333
0.0647 0.1607 0.0763
0.0680 -0.0987 -0.0646
-0.0966 -0.0291 -0.0069
-0.0972 0.0087 0.0377
-0.0817 0.0085 0.0615
-0.0372 0.0266 0.0720
0.0884 0.0230 -0.0015
0.0962 0.0081 0.0064
0.0562 0.1105 -0.0619
0.0237 -0.0258 0.0066
0.0308 -0.0033 0.0446

HOMO energy (eV): -8.029
Net charge: 0
Relative energy (zero: lowest compared OMol25 entry of this formula, charge and spin) (kJ/mol): 0.0
Maximum force (eV/Å): 1.36
E (eV): -49756.0326

Mulliken population analysis, charges in e, atoms 1 to 5: -1.195 0.013 0.332 -0.680 0.053

Among the records above, which one has the lowest relative energy (zero: lowest compared OMol25 entry of this formula, charge and spin)? C24H27N5O3S